{
  "formula": "C8H8",
  "method": "wB97M-V/def2-TZVPD",
  "elements": ["C", "C", "C", "C", "C", "C", "C", "C", "H", "H", "H", "H", "H", "H", "H", "H"],
  "xyz": [[-3.078, 0.087, 0.451], [-1.953, -0.229, 0.158], [1.419, -1.379, 0.177], [0.148, -1.752, -0.052], [0.393, 0.699, -0.105], [0.075, 1.966, -0.123], [1.758, 0.110, 0.137], [-0.655, -0.537, -0.420], [-3.871, 0.627, 0.775], [2.204, -2.054, 0.448], [-0.225, -2.756, -0.140], [-0.906, 2.125, -0.332], [0.748, 2.882, 0.023], [2.093, 0.442, 1.112], [2.596, 0.485, -0.528], [-0.747, -0.716, -1.580]],
  "mulliken_charge": [0.02, -0.83, -0.31, -0.67, 0.29, -0.96, -0.78, 0.47, 0.48, 0.43, 0.42, 0.35, 0.25, 0.29, 0.29, 0.26],
  "spin_multiplicity": 1,
  "molar_mass_g_mol": 104.152,
  "e_above_lowest_kcal_mol": 77.5,
  "homo_ev": -9.15,
  "e_tot_ev": -8421.660,
  "lumo_energy_ev": 1.014,
  "smiles": "C#C[C@@H]1C=CCC1=C"
}

=====

{
  "formula": "C11H15N",
  "method": "wB97M-V/def2-TZVPD",
  "elements": ["C", "C", "C", "C", "C", "C", "C", "C", "C", "N", "H", "H", "H", "H", "H", "H", "H", "H", "H", "C", "C", "H", "H", "H", "H", "H", "H"],
  "xyz": [[-2.318, 0.298, -0.539], [0.498, -2.067, -0.219], [-0.055, -0.830, -0.706], [-1.270, -0.620, 0.050], [-1.473, -1.771, 0.759], [1.711, -2.573, -0.645], [2.458, -1.891, -1.604], [0.698, -0.198, -1.660], [1.959, -0.661, -2.046], [-0.395, -2.620, 0.678], [-0.322, -3.598, 0.931], [1.949, -3.568, -0.287], [-2.433, -2.079, 1.146], [3.380, -2.199, -2.055], [0.399, 0.733, -2.121], [-3.161, -0.155, -1.061], [-1.857, 0.895, -1.329], [2.625, -0.088, -2.680], [-2.714, 1.017, 0.187], [-0.043, 3.165, 0.979], [0.193, 2.291, 2.220], [0.930, 3.431, 0.569], [-0.642, 2.663, 0.221], [-0.674, 4.018, 1.206], [1.138, 2.434, 2.751], [-0.367, 2.686, 3.097], [-0.215, 1.286, 2.157]],
  "mulliken_charge": [-1.35, -0.26, 1.07, 0.65, -0.64, -0.75, -0.56, -0.40, -0.66, -0.07, 0.24, 0.30, 0.42, 0.40, 0.28, 0.33, 0.29, 0.35, 0.33, -0.59, -0.82, 0.26, 0.05, 0.32, 0.35, 0.29, 0.15],
  "spin_multiplicity": 1,
  "molar_mass_g_mol": 161.248,
  "e_above_lowest_kcal_mol": 28.2,
  "homo_ev": -7.89,
  "e_tot_ev": -13139.568,
  "lumo_energy_ev": 0.888,
  "smiles": "Cc1c[nH]c2ccccc12.CC"
}

=====

{
  "formula": "C5H9NO",
  "method": "wB97M-V/def2-TZVPD",
  "elements": ["C", "C", "C", "C", "O", "C", "N", "H", "H", "H", "H", "H", "H", "H", "H", "H"],
  "xyz": [[-0.043, -1.604, 0.450], [-0.099, -0.181, -0.067], [-0.896, 0.785, 1.139], [0.892, 0.725, 0.344], [1.517, 0.581, -1.914], [0.319, 0.327, -2.178], [-0.661, -0.002, -1.325], [-1.015, -2.081, 0.305], [0.246, -1.672, 1.505], [0.694, -2.146, -0.151], [-0.510, 0.833, 2.160], [-1.191, 1.759, 0.753], [-1.777, 0.139, 1.150], [0.921, 1.722, -0.067], [1.605, 0.474, 1.127], [-0.002, 0.342, -3.232]],
  "mulliken_charge": [-1.34, 1.54, -1.33, -0.86, -0.63, -0.01, -0.70, 0.33, 0.34, 0.36, 0.38, 0.41, 0.41, 0.33, 0.36, 0.41],
  "spin_multiplicity": 1,
  "molar_mass_g_mol": 99.133,
  "e_above_lowest_kcal_mol": 90.3,
  "homo_ev": -8.55,
  "e_tot_ev": -8865.296,
  "lumo_energy_ev": 0.227
}

=====

{
  "formula": "C4H11N2O",
  "method": "wB97M-V/def2-TZVPD",
  "elements": ["C", "O", "C", "C", "C", "N", "N", "H", "H", "H", "H", "H", "H", "H", "H", "H", "H", "H"],
  "xyz": [[-2.165, 0.164, -0.301], [-2.972, -0.816, 0.128], [-0.697, 0.056, 0.262], [0.322, -0.027, -0.874], [1.787, -0.050, -0.456], [2.095, 0.988, 0.519], [-0.562, -1.167, 1.099], [-2.495, 1.206, -0.061], [-2.074, 0.199, -1.413], [-0.424, 0.897, 0.894], [0.055, -0.908, -1.472], [0.157, 0.839, -1.530], [2.072, -1.024, -0.064], [2.386, 0.179, -1.343], [1.808, 0.747, 1.452], [3.027, 1.354, 0.441], [-0.974, -0.910, 1.992], [-1.345, -1.725, 0.728]],
  "mulliken_charge": [-0.49, -0.93, 0.20, -0.95, -0.48, -0.54, -0.81, 0.18, 0.20, 0.43, 0.26, 0.32, 0.23, 0.42, 0.20, 0.18, 0.27, 0.31],
  "spin_multiplicity": 1,
  "molar_mass_g_mol": 103.145,
  "e_above_lowest_kcal_mol": 21.6,
  "homo_ev": -2.43,
  "e_tot_ev": -9353.555,
  "lumo_energy_ev": 3.900,
  "smiles": "NCC[C@H](N)C[O-]",
  "charge": -1
}